DFT (the ωB97M-V functional and the def2-TZVPD basis) results for a cluster of 5 separate species, C45H65Cl2N4O12PS6 in total in a non-equilibrium geometry.

Geometry as XYZ:
```
135
Properties=species:S:1:pos:R:3:forces:R:3:mulliken_charge:R:1
C -0.874565 -1.087668 -0.663103 -0.44 1.26 -0.39 0.187
C -1.058007 0.410373 -0.405542 0.71 -0.47 -0.08 0.826
C -0.020376 1.250965 -0.891360 0.25 0.40 0.01 0.652
C 1.225697 0.746863 -1.632215 -0.32 0.82 -0.35 -0.168
C 0.956396 -0.062650 -2.935761 0.23 -1.46 0.13 -1.423
C 1.421503 -1.550989 -2.772636 -0.18 -0.25 0.40 0.619
S 2.654865 -2.062868 -4.025715 0.04 -0.51 0.51 -0.190
C 2.994354 -3.754766 -3.627494 0.05 -0.10 -0.31 0.189
S 3.666065 -4.746652 -4.737908 -0.07 0.40 0.00 -0.242
N 2.667269 -4.277722 -2.365005 -0.27 0.26 0.44 0.399
C 2.788037 -3.733693 -1.091897 -0.06 1.05 0.49 -0.665
C 2.307253 -4.641395 -0.216654 -0.22 -0.80 -0.07 -0.870
N 1.895194 -5.800766 -0.901814 0.39 1.31 0.60 -0.466
C 2.133655 -5.518975 -2.139732 -0.58 -1.93 -0.62 -0.294
C -0.127281 2.614213 -0.645835 -0.09 0.05 0.46 -0.725
C -1.241988 3.129788 0.048979 0.25 0.48 0.50 0.445
C -2.285938 2.331902 0.512291 -0.25 -0.88 -0.52 0.521
P -3.655038 3.267398 1.364680 0.75 1.30 1.20 -0.167
O -4.567630 2.229837 2.272048 -0.01 -0.27 -1.02 -0.474
Cl -4.868867 3.871698 -0.242475 0.15 -0.78 0.44 -0.240
C -2.177779 0.922226 0.281860 0.18 -0.07 -0.14 0.463
C -3.271962 -0.015027 0.786325 -0.43 0.49 0.11 -0.406
C -4.624277 0.202900 0.043183 0.74 -1.10 -0.45 0.194
C -5.699137 -0.837677 0.498535 0.79 1.15 0.08 -0.954
N -6.872931 -0.123721 0.980829 -0.20 -0.76 0.50 -0.294
C -8.101734 -0.894268 0.900024 0.18 0.63 -0.42 -1.220
C -8.574354 -1.280754 -0.519414 -0.25 -0.54 0.20 0.836
C -9.523797 -2.313813 -0.610535 0.08 -0.06 0.01 -0.753
C -10.067436 -2.738149 -1.817226 0.14 0.11 -0.02 -0.679
C -9.651799 -2.119866 -2.998242 -0.15 -0.25 0.18 -0.395
C -8.709389 -1.104494 -2.940861 -0.16 -0.18 -0.31 -0.540
C -8.177240 -0.683850 -1.720148 -0.33 0.25 -0.08 0.590
O -7.263717 0.357929 -1.725248 -0.03 0.07 0.16 -0.380
C -1.049000 4.654937 0.171103 -0.42 -1.52 -0.57 -0.122
O -1.601057 5.459923 0.870990 0.38 -0.16 -0.75 -0.515
N -0.044964 4.909502 -0.794028 0.57 1.17 -0.39 0.487
C -0.343891 5.788254 -1.941772 -0.07 0.82 0.16 -0.756
C -1.784424 5.683765 -2.490971 -0.10 -0.26 -0.54 -0.798
C -2.060442 4.370073 -3.260802 0.40 0.30 0.36 0.104
Cl -3.823339 4.248750 -3.606011 0.49 -0.08 -0.19 -0.210
C 0.788312 3.788898 -1.018246 -1.57 -0.86 0.67 -0.231
O 1.939395 3.832378 -1.369761 -0.55 -0.06 -0.41 -0.645
H -1.618858 -1.713929 -0.165395 1.06 1.25 -0.57 -0.159
H 0.133623 -1.444702 -0.409479 -0.23 0.19 0.07 -0.019
H -1.002345 -1.234421 -1.747726 -0.01 -0.22 0.36 0.042
H 1.794694 1.641509 -1.932887 -0.15 -0.38 0.35 0.339
H 1.855206 0.216800 -0.897771 -0.15 -0.11 -0.45 -0.051
H 1.478424 0.335985 -3.819628 -0.21 0.32 0.47 0.631
H -0.117202 -0.118100 -3.175332 0.42 0.41 0.02 0.411
H 1.875546 -1.682424 -1.783325 -0.28 0.17 -0.51 -0.727
H 0.587130 -2.268468 -2.832184 0.30 0.32 -0.03 0.304
H 3.162757 -2.737271 -0.880779 0.10 -0.46 -0.31 0.987
H 2.214103 -4.560271 0.862467 0.22 0.02 -0.34 0.505
H 1.897553 -6.268535 -2.893894 0.30 0.74 -0.26 0.412
H -4.094483 1.958680 3.071326 -0.05 0.26 -0.07 0.357
H -3.039350 -1.081262 0.681217 0.19 0.56 0.01 0.110
H -3.369619 0.166930 1.871477 -0.24 -0.14 -0.41 0.118
H -4.969253 1.239470 0.083574 -0.07 -0.42 0.12 -0.183
H -4.399987 -0.017024 -1.018427 -0.14 0.34 0.32 0.258
H -5.893943 -1.520328 -0.349813 -0.17 0.16 0.28 0.218
H -5.245090 -1.427993 1.320604 -0.43 0.05 -0.28 0.572
H -6.960982 0.797111 0.579318 0.02 -0.22 -0.19 0.298
H -8.904056 -0.303813 1.376265 0.22 -0.28 -0.11 0.414
H -7.956583 -1.807349 1.501496 -0.22 0.19 -0.27 0.396
H -9.850033 -2.802477 0.312533 0.13 0.17 -0.23 0.337
H -10.794361 -3.551170 -1.838067 0.18 0.26 0.01 0.375
H -10.060032 -2.448119 -3.956392 0.17 0.17 0.26 0.358
H -8.392134 -0.645790 -3.881554 0.07 0.03 0.44 0.403
H -7.628540 1.112005 -2.203464 0.05 -0.21 -0.10 0.276
H -0.178457 6.842224 -1.659353 0.10 -0.43 -0.17 0.315
H 0.360645 5.511204 -2.743194 -0.09 0.24 0.36 0.390
H -2.576364 5.842797 -1.743216 0.48 -0.10 0.03 0.338
H -1.897123 6.503735 -3.224672 0.03 -0.25 0.36 0.456
H -1.495325 4.379865 -4.203685 -0.41 -0.07 0.15 0.414
H -1.757260 3.469033 -2.706088 -0.30 0.33 -0.06 -0.208
C 4.767213 6.316117 -0.484827 -0.02 -0.08 0.07 -0.722
C 3.562715 5.984159 0.402146 -0.02 0.01 0.02 0.176
C 4.037217 6.037181 1.859361 -0.36 -0.21 -0.14 -0.524
S 5.403961 7.200517 1.901079 -0.22 0.10 -0.18 1.147
O 6.608075 6.484717 2.241666 0.03 0.10 0.14 -0.659
O 5.000235 8.388944 2.607594 0.23 -0.05 0.17 -0.682
C 5.422361 7.541279 0.145183 -0.02 -0.10 -0.40 -0.793
H 4.469840 6.507409 -1.515489 0.01 -0.02 0.02 0.329
H 5.467432 5.476996 -0.485421 0.02 0.04 -0.03 0.363
H 2.777735 6.727909 0.243541 0.02 -0.01 0.01 0.251
H 3.142281 5.010219 0.160856 0.03 0.09 0.00 -0.278
H 3.252521 6.383147 2.528722 0.15 0.05 0.11 0.442
H 4.410545 5.070336 2.194369 0.12 0.07 0.04 0.138
H 6.445563 7.702840 -0.187399 0.03 0.05 0.18 0.440
H 4.825973 8.437963 -0.024444 0.02 0.01 0.08 0.358
C 7.897338 -3.314318 1.740108 -0.03 -0.10 -0.07 -0.657
C 8.144373 -3.475964 0.235234 0.06 0.06 0.06 -0.658
C 6.783058 -3.391748 -0.465751 0.33 -0.25 -0.20 -0.812
S 5.744819 -2.370692 0.581373 0.73 0.02 -0.03 1.353
O 4.673449 -3.181802 1.101887 -0.20 0.27 0.13 -0.601
O 5.497041 -1.108336 -0.074716 -0.45 -0.11 0.05 -0.710
C 6.949377 -2.127633 1.880271 0.29 -0.07 0.24 -0.712
H 8.824846 -3.150712 2.287520 -0.03 0.00 0.01 0.380
H 7.426259 -4.217445 2.135719 0.00 0.04 0.03 0.291
H 8.789958 -2.667665 -0.115936 -0.03 -0.01 0.01 0.292
H 8.644969 -4.416260 0.007171 -0.03 0.02 -0.02 0.348
H 6.861174 -2.932530 -1.448946 -0.20 0.03 0.03 0.426
H 6.313225 -4.370992 -0.549920 -0.12 0.08 0.05 0.331
H 6.448238 -2.087463 2.845858 -0.13 0.05 -0.09 0.334
H 7.464059 -1.186421 1.684033 -0.07 0.01 -0.04 0.386
C 4.483413 1.164667 2.963509 -0.02 -0.08 -0.01 -0.757
C 3.522600 0.045213 2.547935 0.02 0.04 -0.02 1.401
C 2.834565 -0.465512 3.818584 0.06 -0.24 -0.37 -0.853
S 2.805894 0.916935 4.964044 -0.04 0.11 -0.26 1.198
O 3.638552 0.594939 6.095143 -0.15 0.02 0.09 -0.680
O 1.450301 1.377815 5.123635 0.02 -0.05 0.26 -0.667
C 3.692741 2.060028 3.911839 0.31 0.11 -0.25 -0.747
H 4.852467 1.721247 2.102358 0.01 -0.02 0.01 0.423
H 5.344822 0.737719 3.484513 0.00 0.06 0.01 0.317
H 2.774138 0.445777 1.859230 0.02 0.01 0.00 -0.264
H 4.041217 -0.760086 2.032566 -0.12 0.04 0.01 -0.888
H 1.814570 -0.790087 3.624835 -0.02 0.03 0.18 0.416
H 3.398841 -1.273398 4.282598 -0.02 0.07 0.10 0.367
H 4.321490 2.707619 4.519364 -0.12 -0.03 0.14 0.508
H 2.954846 2.652799 3.370519 -0.06 -0.02 0.06 0.260
C -2.493699 -6.065170 1.708615 -0.12 0.08 -0.03 -0.683
C -3.310341 -6.528929 0.496601 0.06 -0.08 0.05 -0.576
C -3.321024 -5.378988 -0.517364 -0.36 -0.26 0.02 -0.743
S -1.806055 -4.456275 -0.242065 0.06 -1.01 0.11 1.231
O -2.150489 -3.137924 0.238409 -0.80 -1.68 0.52 -0.940
O -0.917459 -4.652102 -1.356493 -0.08 0.62 -0.17 -0.708
C -1.228475 -5.431376 1.138594 -0.02 -0.21 0.36 -0.799
H -2.259154 -6.891519 2.378780 0.01 0.03 -0.01 0.374
H -3.061956 -5.322248 2.274165 0.04 -0.01 0.02 0.302
H -2.834911 -7.406444 0.052528 0.01 0.04 0.01 0.303
H -4.323979 -6.813604 0.777676 0.02 0.02 -0.03 0.356
H -3.336747 -5.742404 -1.542402 0.08 0.18 -0.04 0.372
H -4.159601 -4.704287 -0.350409 0.09 0.09 -0.01 0.272
H -0.708434 -4.792037 1.849070 0.04 0.10 -0.13 0.445
H -0.547893 -6.188796 0.746374 0.05 0.11 -0.11 0.403
```
Forces are in eV/Å.

The SMILES is Cc1c(CCCSC(=S)n2ccnc2)c2c(c(P(O)Cl)c1CCCNCc1ccccc1O)C(=O)N(CCCCl)C2=O.O=S1(=O)CCCC1.O=S1(=O)CCCC1.O=S1(=O)CCCC1.O=S1(=O)CCCC1. As for the spin multiplicity: 1. The calculation puts the LUMO energy at -0.5361 eV. As for the HOMO-LUMO gap: 7.82 eV.